# 1
15
Properties=species:S:1:pos:R:3:forces:R:3 method="wB97M-V/def2-TZVPD" e_homo_ev=-9.98 e_above_lowest_kcal_mol=57.5 max_force_ev_per_a=0.55 total_charge=0 e_tot_ev=-9407.337 smiles=C#C[C@H](O)CCO homo_lumo_gap_ev=10.723 lumo_ev=0.74
O 0.988 -1.421 -1.108 0.05 -0.20 0.23
C 0.629 -0.105 -1.457 -0.04 0.33 -0.16
C -0.752 0.286 -0.943 0.01 0.00 -0.05
C -0.889 0.208 0.584 0.02 0.25 -0.07
O -1.129 -1.160 0.907 -0.11 -0.10 0.28
C 0.316 0.665 1.307 0.45 0.14 0.30
C 1.318 0.912 1.929 -0.40 -0.11 -0.28
H 0.751 -1.559 -0.180 0.04 -0.09 -0.19
H 0.643 -0.063 -2.551 -0.04 0.04 0.16
H 1.371 0.621 -1.088 -0.08 -0.14 -0.05
H -1.501 -0.397 -1.360 0.04 0.13 0.08
H -0.997 1.302 -1.271 0.09 -0.09 0.02
H -1.746 0.820 0.899 0.14 -0.09 -0.05
H -1.223 -1.217 1.867 0.04 -0.11 -0.13
H 2.221 1.106 2.466 -0.20 0.04 -0.10

# 2
15
Properties=species:S:1:pos:R:3:forces:R:3 method="wB97M-V/def2-TZVPD" e_homo_ev=-9.06 e_above_lowest_kcal_mol=32.2 max_force_ev_per_a=0.51 total_charge=0 e_tot_ev=-9408.436 homo_lumo_gap_ev=9.671 lumo_ev=0.61
O 2.024 0.182 -0.610 0.15 -0.12 -0.04
C 1.586 -0.089 0.658 -0.19 0.02 0.33
C 0.420 0.382 1.093 0.14 -0.09 -0.08
C -0.523 1.122 0.177 0.06 0.09 -0.02
C -1.454 0.125 -0.572 -0.15 -0.07 0.01
C -0.857 -1.267 -0.598 -0.16 -0.17 0.08
O -1.365 -2.233 -0.078 0.17 0.38 -0.29
H 2.858 -0.273 -0.769 -0.08 0.08 0.03
H 2.213 -0.748 1.254 -0.02 0.21 -0.01
H 0.112 -1.348 -1.132 -0.17 -0.09 0.00
H 0.094 0.106 2.092 0.10 0.04 -0.14
H -1.134 1.837 0.738 0.10 -0.16 -0.09
H 0.059 1.704 -0.544 -0.08 -0.12 0.09
H -1.596 0.448 -1.612 -0.02 -0.02 0.16
H -2.436 0.052 -0.097 0.14 0.02 -0.02

# 3
15
Properties=species:S:1:pos:R:3:forces:R:3 method="wB97M-V/def2-TZVPD" e_homo_ev=-8.51 e_above_lowest_kcal_mol=73.1 max_force_ev_per_a=1.54 total_charge=0 e_tot_ev=-9406.664 homo_lumo_gap_ev=9.247 lumo_ev=0.73
C 1.598 -0.064 0.746 0.28 -0.13 0.18
C 0.678 0.236 -0.399 -1.00 -0.52 1.04
C -0.109 -0.749 -1.213 0.09 -0.29 -0.26
C -0.757 -0.183 -0.021 -0.28 0.27 0.05
O -1.237 -0.917 1.051 0.34 -0.16 -0.02
C -1.034 1.281 -0.139 -0.76 0.23 -0.16
O 0.245 1.559 -0.746 0.25 -0.26 0.34
H 2.409 -0.706 0.454 0.68 -0.09 0.01
H 1.038 -0.584 1.555 0.25 0.17 -0.52
H 1.965 0.854 1.201 0.19 0.07 -0.26
H -0.560 -0.497 -2.166 0.56 0.11 -0.29
H 0.271 -1.762 -1.124 -0.28 -0.04 0.07
H -1.538 -1.772 0.717 0.07 0.26 0.15
H -1.901 1.515 -0.748 -0.14 0.64 -0.24
H -1.066 1.790 0.832 -0.25 -0.25 -0.09

# 4
15
Properties=species:S:1:pos:R:3:forces:R:3 method="wB97M-V/def2-TZVPD" e_homo_ev=-9.92 e_above_lowest_kcal_mol=32.5 max_force_ev_per_a=1.63 total_charge=0 e_tot_ev=-9408.423 homo_lumo_gap_ev=10.788 lumo_ev=0.87
C 0.371 -1.289 -0.770 0.00 -0.02 -0.02
C -0.020 -0.375 0.371 0.33 -0.02 -0.10
C 0.633 0.978 0.477 -0.04 0.17 -0.10
C 0.937 -0.108 1.485 0.07 -0.11 0.14
O -1.355 -0.494 0.781 -0.16 0.13 -0.06
C -2.192 1.475 -1.450 0.67 0.48 -1.40
O -1.725 1.817 -2.426 -0.66 -0.41 1.28
H -0.143 -1.003 -1.697 0.05 -0.04 0.15
H 0.102 -2.324 -0.538 0.05 0.15 0.00
H 1.450 -1.242 -0.959 -0.18 0.01 0.06
H 1.402 1.230 -0.250 -0.16 -0.05 0.12
H 0.025 1.816 0.810 0.10 -0.18 -0.02
H 1.917 -0.578 1.468 -0.17 0.08 -0.03
H 0.487 0.004 2.466 0.09 -0.04 -0.14
H -1.889 0.095 0.232 0.00 -0.15 0.12

# 5
15
Properties=species:S:1:pos:R:3:forces:R:3 method="wB97M-V/def2-TZVPD" e_homo_ev=-7.86 e_above_lowest_kcal_mol=82.4 max_force_ev_per_a=4.31 total_charge=0 e_tot_ev=-9406.257 homo_lumo_gap_ev=8.727 lumo_ev=0.87
C -1.644 -1.633 -0.550 -0.03 0.18 -0.43
C -1.145 -0.328 -0.042 1.60 -0.38 1.51
C 0.063 -0.138 0.566 -3.51 -2.47 0.33
C 1.275 1.347 0.158 0.17 3.17 2.66
C 2.485 0.840 -0.074 -0.69 -0.48 0.02
O 0.262 1.058 1.243 2.59 -0.33 -3.04
O -2.038 0.676 -0.037 -0.24 0.78 -0.08
H -1.627 1.397 0.484 -0.27 -0.29 -0.28
H 0.688 -0.976 0.851 0.12 0.09 -0.27
H 1.051 2.378 -0.106 0.12 -0.14 -0.37
H -0.979 -2.442 -0.259 0.09 0.01 -0.07
H -1.723 -1.603 -1.641 -0.08 -0.15 0.05
H -2.638 -1.840 -0.145 0.10 0.10 -0.02
H 2.720 -0.197 0.068 0.27 -0.18 0.54
H 3.249 1.459 -0.515 -0.25 0.09 -0.53

# 6
15
Properties=species:S:1:pos:R:3:forces:R:3 method="wB97M-V/def2-TZVPD" e_homo_ev="-6.97 / -6.97" e_above_lowest_kcal_mol=130.2 max_force_ev_per_a=0.42 total_charge=0 e_tot_ev=-9404.185 homo_lumo_gap_ev="7.163 / 7.161" lumo_ev="0.19 / 0.19"
O 2.145 0.103 -0.259 0.19 -0.13 0.12
C 0.923 0.310 0.420 -0.37 0.07 0.17
C -0.009 1.316 -0.267 0.04 0.14 -0.04
C -1.293 0.484 -0.430 0.00 0.17 -0.16
O -1.479 0.072 1.129 -0.21 -0.12 0.08
C -0.734 -0.884 -0.944 0.05 -0.11 0.03
C -0.014 -0.889 0.301 0.20 -0.30 -0.03
H 2.772 -0.315 0.345 -0.03 0.07 -0.13
H 1.082 0.557 1.475 0.01 -0.05 -0.16
H -0.176 2.226 0.313 0.03 -0.14 -0.09
H 0.384 1.593 -1.250 -0.08 -0.04 0.12
H -2.332 -0.385 1.132 0.15 0.12 0.05
H -1.464 -1.683 -1.082 0.11 0.14 0.03
H -0.137 -0.712 -1.841 -0.07 0.02 0.14
H -0.025 -1.692 1.039 -0.01 0.16 -0.12

# 7
15
Properties=species:S:1:pos:R:3:forces:R:3 method="wB97M-V/def2-TZVPD" e_homo_ev=-10.15 e_above_lowest_kcal_mol=54.5 max_force_ev_per_a=0.51 total_charge=0 e_tot_ev=-9407.471 smiles=C#C[C@](C)(O)CO homo_lumo_gap_ev=10.993 lumo_ev=0.84
C -0.559 -1.510 0.682 -0.01 -0.11 0.11
C -0.197 -0.303 -0.194 0.10 -0.03 0.25
O -0.699 -0.600 -1.487 0.14 0.17 -0.30
C -0.849 0.976 0.367 -0.16 -0.18 0.14
O -0.536 2.122 -0.386 0.23 0.05 -0.02
C 1.266 -0.070 -0.252 0.50 0.12 -0.04
C 2.436 0.213 -0.314 -0.47 -0.16 0.04
H -1.415 -1.287 1.327 0.10 -0.01 -0.11
H 0.275 -1.832 1.308 -0.12 0.10 -0.05
H -0.835 -2.328 0.014 0.07 0.05 0.13
H -0.284 0.000 -2.122 -0.20 0.04 0.12
H -0.568 1.088 1.427 -0.02 -0.02 -0.22
H -1.934 0.848 0.308 0.14 -0.03 -0.01
H 0.418 2.261 -0.311 -0.11 0.05 -0.05
H 3.483 0.421 -0.367 -0.20 -0.03 0.01

# 8
15
Properties=species:S:1:pos:R:3:forces:R:3 method="wB97M-V/def2-TZVPD" e_homo_ev=-9.20 e_above_lowest_kcal_mol=58.6 max_force_ev_per_a=0.37 total_charge=0 e_tot_ev=-9407.291 homo_lumo_gap_ev=9.984 lumo_ev=0.79
C -1.887 -0.198 -0.224 0.00 -0.03 -0.04
C -0.673 0.681 0.032 -0.21 -0.01 -0.24
O -0.259 0.690 1.427 -0.03 0.01 0.13
C 1.085 0.416 1.052 0.33 0.10 0.12
C 1.175 -0.943 0.424 0.00 -0.17 -0.04
C 0.732 0.249 -0.386 -0.11 -0.01 0.21
O 1.389 0.703 -1.511 -0.03 -0.15 -0.19
H -1.598 -1.199 -0.561 -0.01 0.10 0.09
H -2.447 -0.307 0.708 0.02 0.05 -0.09
H -2.557 0.237 -0.971 0.13 -0.04 0.05
H -0.845 1.716 -0.289 0.02 -0.12 0.07
H 1.890 0.937 1.559 -0.11 -0.10 -0.08
H 2.187 -1.270 0.196 -0.15 0.08 0.03
H 0.480 -1.725 0.729 0.08 0.14 -0.05
H 1.327 0.014 -2.185 0.06 0.15 0.04